(1)
Computed, not measured: a structure of composition C12H18Cl3IrO, with the ωB97M-V functional and the def2-TZVPD basis.

Geometry as XYZ:
```
35
Properties=species:S:1:pos:R:3:mulliken_spin:R:1
Ir -0.259 0.250 -0.233 2.61
Cl 1.569 -0.375 1.739 0.08
C 2.777 -0.750 0.499 0.00
Cl 2.090 -0.412 -1.127 0.12
H 3.027 -1.803 0.546 0.00
H 3.644 -0.113 0.633 0.00
Cl -1.791 -1.692 -2.837 0.07
C -3.135 -1.088 -1.982 0.24
C -4.311 -0.846 -2.652 -0.06
C -5.385 -0.328 -1.945 0.24
C -5.280 -0.039 -0.549 0.09
C -4.120 -0.277 0.117 0.04
C -3.004 -0.843 -0.555 0.21
C -1.799 -1.173 0.164 0.11
H -4.391 -1.059 -3.709 0.00
H -6.319 -0.135 -2.458 0.01
H -6.141 0.357 -0.026 0.00
H -4.043 -0.082 1.179 0.00
H -1.297 -2.055 -0.252 0.05
H -1.935 -1.267 1.239 0.01
C 2.049 3.298 0.619 0.00
C 0.547 3.182 0.661 0.01
O 0.030 2.326 -0.412 0.13
C 0.131 2.862 -1.764 -0.01
C -0.989 2.272 -2.584 0.06
H 2.379 3.930 1.443 0.00
H 2.400 3.755 -0.306 0.00
H 2.517 2.319 0.738 0.00
H 0.057 4.149 0.544 0.00
H 0.193 2.723 1.582 0.00
H 1.111 2.601 -2.167 0.00
H 0.052 3.946 -1.691 0.00
H -0.912 1.176 -2.633 -0.01
H -0.930 2.633 -3.610 0.00
H -1.960 2.548 -2.173 -0.01
```

As for the HOMO-LUMO gap (alpha / beta): 8.941 / 6.207 eV. Its total charge is +2. The expectation value of S² is 6.03. The LUMO energy (alpha / beta) is -0.2348 / -0.3753 hartree. The multiplicity is 5.

(2)
Computed, not measured: a structure of composition C40H54AuFN4O3P2 at a distorted geometry, with the ωB97M-V functional and the def2-TZVPD basis.

Geometry as XYZ:
```
105
Properties=species:S:1:pos:R:3:lowdin_charge:R:1
Au 0.178 1.869 1.112 1.01
C 4.598 3.142 -0.969 -0.09
C 3.236 2.465 -0.885 -0.52
C 3.351 0.943 -0.879 -0.11
P 2.251 2.966 0.610 1.05
C 2.133 4.807 0.679 -0.52
C 1.276 5.135 1.901 -0.12
C 1.457 5.285 -0.603 -0.10
C 3.209 2.437 2.053 -0.30
C 4.404 3.049 2.405 -0.09
C 5.133 2.602 3.497 -0.07
C 4.643 1.555 4.271 -0.06
C 3.445 0.956 3.965 -0.02
C 2.688 1.374 2.843 -0.30
N 1.452 0.918 2.597 -0.05
C 0.830 -0.138 3.177 -0.33
C 1.444 -1.381 3.412 -0.02
C 0.733 -2.400 4.006 -0.06
C -0.589 -2.213 4.401 -0.06
C -1.224 -1.009 4.139 -0.08
C -0.538 0.014 3.508 -0.32
P -1.232 1.652 3.146 1.08
C -1.162 2.423 4.853 -0.49
C 0.277 2.445 5.353 -0.10
C -1.770 3.818 4.877 -0.10
C -3.023 1.398 2.740 -0.52
C -3.135 0.234 1.758 -0.10
C -3.544 2.675 2.077 -0.10
H 5.071 2.876 -1.911 0.09
H 5.247 2.808 -0.164 0.07
H 4.509 4.226 -0.934 0.07
H 2.609 2.778 -1.731 0.11
H 4.043 0.618 -0.102 0.08
H 3.727 0.594 -1.839 0.09
H 2.379 0.482 -0.696 0.04
H 3.130 5.250 0.791 0.12
H 0.282 4.701 1.776 0.05
H 1.167 6.212 2.008 0.09
H 1.721 4.739 2.815 0.07
H 0.563 4.690 -0.799 0.07
H 2.122 5.215 -1.462 0.08
H 1.150 6.322 -0.497 0.09
H 4.772 3.877 1.820 0.10
H 6.071 3.070 3.744 0.11
H 5.195 1.227 5.139 0.12
H 3.040 0.186 4.605 0.11
H 2.461 -1.532 3.086 0.12
H 1.208 -3.354 4.175 0.11
H -1.121 -3.002 4.912 0.11
H -2.250 -0.862 4.448 0.11
H -1.756 1.746 5.483 0.13
H 0.902 3.061 4.709 0.07
H 0.701 1.444 5.399 0.07
H 0.306 2.867 6.356 0.09
H -1.295 4.463 4.141 0.08
H -1.621 4.261 5.860 0.09
H -2.839 3.792 4.689 0.07
H -3.578 1.192 3.664 0.12
H -2.400 0.354 0.961 0.05
H -4.126 0.227 1.309 0.09
H -2.970 -0.729 2.234 0.07
H -2.934 2.923 1.210 0.06
H -3.536 3.525 2.752 0.06
H -4.569 2.527 1.742 0.09
C -2.803 -0.608 -5.830 -0.05
C -3.464 -0.953 -4.496 -0.18
N -2.532 -0.795 -3.388 -0.03
C -2.461 0.409 -2.793 0.04
C -1.632 0.757 -1.765 -0.02
C -1.762 2.230 -1.353 -0.60
O -2.492 2.923 -2.039 0.07
O -1.135 2.695 -0.346 -0.17
C -0.758 -0.234 -1.211 -0.32
O -0.014 -0.115 -0.220 -0.08
C -0.780 -1.515 -1.926 -0.04
C 0.114 -2.513 -1.537 0.09
C 0.162 -3.718 -2.183 -0.18
F 1.098 -4.605 -1.773 0.06
C -0.707 -4.030 -3.245 -0.13
C -1.611 -3.040 -3.615 0.06
C -1.659 -1.782 -2.996 -0.12
N -0.729 -5.275 -3.882 -0.10
C -0.882 -5.372 -5.317 -0.12
C -1.869 -6.514 -5.629 -0.07
N -1.762 -7.540 -4.551 0.06
C -0.356 -7.678 -4.100 -0.08
C 0.043 -6.393 -3.357 -0.13
H -3.517 -0.738 -6.639 0.08
H -1.940 -1.245 -6.017 0.07
H -2.474 0.427 -5.828 0.09
H -3.853 -1.972 -4.507 0.11
H -4.310 -0.285 -4.323 0.13
H -3.126 1.181 -3.165 0.15
H 0.792 -2.312 -0.723 0.14
H -2.302 -3.251 -4.413 0.10
H 0.089 -5.570 -5.793 0.14
H -1.257 -4.441 -5.735 0.13
H -1.630 -6.971 -6.590 0.14
H -2.898 -6.150 -5.662 0.14
H -2.140 -8.437 -4.871 0.20
H -2.316 -7.233 -3.743 0.19
H 0.268 -7.846 -4.979 0.14
H -0.249 -8.541 -3.440 0.15
H 1.126 -6.253 -3.464 0.14
H -0.179 -6.491 -2.292 0.14
```

As for the HOMO-LUMO gap: 5.307 eV. The value obtained for the relative energy (zero: lowest compared OMol25 entry of this formula, charge and spin) is 0.169 eV. Its total charge is +2. The LUMO energy is -0.2229 hartree.